[1]
A cluster of 3 separate species, C12H31N3O4P in total, computed with ωB97M-V/def2-TZVPD.

Output
**Energy**: -1282.3746 hartree
**HOMO**: -3.74 eV
**2S+1**: 1
**Net charge**: -1
**Kohn-Sham gap**: 6.2 eV
**E_LUMO**: 2.424 eV

Last column: Löwdin charge in e.
Geometry (Å):
C 2.0792 5.3938 0.2077  -0.335
P 0.8654 4.2814 -0.6976  0.790
C 0.5208 4.8664 -2.4377  -0.332
N 1.3062 2.5937 -0.6390  -0.269
C 2.7387 2.3465 -0.9846  -0.234
C 3.0416 2.4510 -2.5384  -0.719
O 2.1550 2.3189 -3.3957  -0.084
O 4.2939 2.6399 -2.8348  -0.165
H 2.1798 6.4061 -0.2782  0.028
H 1.6458 5.5692 1.2295  0.008
H 3.1077 4.9755 0.3436  0.017
H 0.2673 4.0094 -3.1171  0.033
H 1.2983 5.5455 -2.8707  0.032
H -0.4223 5.4818 -2.3755  0.009
H 1.2089 2.3218 0.3430  0.023
H 3.4706 2.9395 -0.3781  0.079
H 2.9434 1.2654 -0.7266  0.091
C 3.4366 -1.9092 0.8579  -0.069
C 2.2698 -1.5279 1.7644  -0.426
C 1.3982 -2.7282 2.1820  -0.206
O 0.5136 -3.1923 1.1731  -0.210
C 1.1056 -4.0576 0.2209  -0.106
N 1.4804 -0.4839 1.1026  0.062
H 3.1219 -2.1094 -0.1667  0.068
H 4.1618 -1.0945 0.8131  0.079
H 3.9550 -2.7947 1.2366  0.074
H 2.6968 -1.1035 2.6795  0.133
H 0.7555 -2.4056 3.0070  0.117
H 2.0100 -3.5533 2.5704  0.115
H 1.8731 -4.6968 0.6676  0.088
H 1.5260 -3.4819 -0.6061  0.080
H 0.3195 -4.6945 -0.1890  0.084
H 0.7624 -0.1598 1.7475  0.077
H 0.9501 -0.9301 0.3564  0.067
C -2.2735 -1.8381 -0.2412  -0.063
C -3.0615 -1.2485 0.9237  -0.427
C -4.5006 -1.7879 1.0278  -0.210
O -5.4068 -1.2348 0.0845  -0.194
C -5.3638 -1.8342 -1.1979  -0.111
N -3.0366 0.2145 0.8227  0.047
H -2.5633 -1.4122 -1.2029  0.070
H -1.2088 -1.6402 -0.1149  0.055
H -2.4048 -2.9223 -0.2938  0.079
H -2.5398 -1.5349 1.8434  0.133
H -4.8938 -1.5067 2.0097  0.117
H -4.5227 -2.8849 0.9880  0.116
H -5.1559 -2.9070 -1.1432  0.088
H -4.6220 -1.3364 -1.8258  0.077
H -6.3391 -1.6942 -1.6675  0.084
H -3.4761 0.6070 1.6522  0.070
H -3.6675 0.4783 0.0681  0.072

[2]
A cluster of 7 separate species, C12H32B2F14N4O4P in total, computed with ωB97M-V/def2-TZVPD.

Output
**Energy**: -2785.9611 hartree
**HOMO**: -13.86 eV
**2S+1**: 1
**Net charge**: +1
**Kohn-Sham gap**: 11.0 eV
**E_LUMO**: -2.839 eV

Last column: Löwdin charge in e.
Geometry (Å):
C -1.5458 2.8300 -0.4886  0.031
C -1.7171 3.0525 1.0093  -0.330
O -2.7201 2.8511 1.6598  0.161
N -0.4209 3.4675 1.7258  0.128
H 0.3115 2.7864 1.5851  0.097
H -0.1110 4.3314 1.3041  0.174
C -0.7902 3.5667 3.2745  0.057
H -0.7300 3.4290 -0.8934  0.088
H -2.4347 3.1627 -1.0246  0.110
H -1.3232 1.8209 -0.8354  0.085
H -1.3408 4.4632 3.5595  0.105
H 0.2381 3.6781 3.6184  0.096
H -1.2271 2.6544 3.6805  0.093
C -0.4218 -2.0133 -1.7533  0.055
C -0.4337 -2.8865 -3.0700  -0.323
O -0.1170 -4.0246 -3.1318  0.177
N -0.8956 -2.2250 -4.3662  0.078
H -0.8174 -1.2531 -4.1030  0.088
H -0.1865 -2.3046 -5.0811  0.184
C -2.2238 -2.5843 -4.8615  0.015
H 0.6332 -1.9578 -1.4851  0.077
H -1.0289 -2.4665 -0.9697  0.073
H -0.9165 -1.0454 -1.8338  0.081
H -3.0091 -2.1086 -4.2741  0.116
H -2.4046 -3.6532 -4.7477  0.108
H -2.3448 -2.3045 -5.9080  0.113
C -1.9881 -0.8946 5.1220  0.025
C -0.5145 -0.9776 4.7461  -0.334
O 0.3594 -0.6441 5.5089  0.152
N -0.1249 -1.2987 3.2894  0.107
H -0.8152 -1.0587 2.5922  0.073
H 0.4824 -0.5663 2.9504  0.102
C 0.4205 -2.7098 3.0117  0.044
H -2.6654 -1.6137 4.6613  0.083
H -2.2879 0.1090 4.8205  0.089
H -2.1392 -0.9486 6.2001  0.099
H 0.1183 -3.1394 2.0566  0.095
H 0.0146 -3.3640 3.7833  0.099
H 1.4949 -2.7407 3.1928  0.100
C 4.2818 1.6902 -3.1649  0.027
C 4.2801 1.3766 -1.7006  -0.329
O 4.8677 2.0430 -0.8452  0.155
N 3.1509 0.4640 -1.2270  0.119
H 2.8720 0.7992 -0.3160  0.090
H 2.2940 0.5630 -1.7523  0.120
C 3.6485 -0.9889 -0.9266  0.057
H 4.9327 2.4201 -3.6463  0.106
H 3.3236 2.0929 -3.4931  0.090
H 4.6027 0.7620 -3.6378  0.098
H 3.8242 -1.4883 -1.8794  0.094
H 2.8462 -1.6183 -0.5415  0.086
H 4.5510 -0.9211 -0.3192  0.114
P -3.1814 -1.4419 1.3046  0.229
F -4.7099 -1.9315 1.6237  -0.142
F -3.4886 -0.0734 0.4217  -0.179
F -3.3869 -0.4817 2.6495  -0.198
F -1.6371 -0.8826 1.1976  -0.202
F -2.5698 -2.6170 2.1963  -0.136
F -3.0778 -2.2948 -0.0276  -0.123
B 0.0563 1.3626 -3.4790  -1.288
F 0.5400 0.8574 -2.2492  0.097
F -0.6929 0.3772 -4.1800  0.082
F -0.8821 2.2849 -3.2992  0.208
F 1.0269 1.7453 -4.4135  0.125
B 1.6005 0.9189 1.4217  -1.484
F 0.9710 1.0865 2.5625  0.224
F 2.0856 2.1731 0.9728  0.128
F 2.6419 0.1160 1.6999  0.200
F 0.8519 0.1876 0.5231  0.164

[3]
A structure of composition C12H32Cl2O3P2V, computed with ωB97M-V/def2-TZVPD.

Output
**Energy**: -3249.3289 hartree
**HOMO (spin up / spin down)**: -3.63 / -3.61 eV
**2S+1**: 3
**Net charge**: -1
**Kohn-Sham gap (spin up / spin down)**: 6.8 / 6.7 eV
**E_LUMO (spin up / spin down)**: 3.128 / 3.127 eV

Last column: Löwdin spin population.
Geometry (Å):
V 0.2704 -0.7460 0.7343  1.872
Cl 2.5104 -0.4432 1.0370  0.031
Cl -2.0554 -0.8392 0.4564  0.021
H 0.0500 0.1030 1.9868  -0.009
H 0.4606 -1.5389 -0.5789  -0.008
P 0.2298 1.2650 -0.7915  0.012
C 1.6760 1.3492 -1.9692  0.001
C -1.2177 1.7134 -1.8605  -0.003
C 0.4706 2.6744 0.3815  0.007
C 2.0085 -0.0357 -2.5294  0.000
H 2.4986 1.6685 -1.3047  0.000
C 1.5213 2.3580 -3.1123  0.000
H 0.8212 1.9933 -3.8738  0.000
H 2.5039 2.4715 -3.5901  0.000
H 1.2012 3.3497 -2.7808  0.000
H 2.4112 -0.6919 -1.7515  0.000
H 2.7664 0.0722 -3.3152  0.000
H 1.1303 -0.5233 -2.9722  0.000
H 1.4358 2.4040 0.8508  0.001
C -0.6074 2.7044 1.4816  0.001
C 0.6155 4.0269 -0.3286  0.001
H 1.5328 4.0757 -0.9234  0.000
H 0.6682 4.8167 0.4331  0.000
H -0.2444 4.2406 -0.9790  0.000
H -1.2421 1.8058 1.4881  0.000
H -1.2540 3.5885 1.3892  0.000
H -0.1188 2.7403 2.4662  0.000
C -1.5145 0.5443 -2.8137  0.000
H -0.8858 2.5860 -2.4498  -0.001
C -2.4738 2.1132 -1.0844  0.001
H -0.7629 0.4522 -3.6073  0.000
H -2.4900 0.7096 -3.2957  0.000
H -1.5712 -0.4093 -2.2682  0.000
H -2.7600 1.3188 -0.3825  0.000
H -3.3016 2.2412 -1.7975  0.000
H -2.3512 3.0516 -0.5332  0.000
C 2.1203 -3.9666 3.3133  0.000
O 1.3410 -3.7714 2.1172  0.004
P 0.0802 -2.7673 1.9959  0.052
O -1.0473 -3.7851 1.3888  0.003
C -0.6376 -4.5175 0.2186  0.002
O -0.4815 -2.6681 3.5120  0.011
C -1.8922 -2.4297 3.7188  0.001
H 2.2825 -3.0397 3.8869  0.000
H 3.0903 -4.3448 2.9681  0.000
H 1.6110 -4.7128 3.9351  0.000
H -0.0079 -3.9115 -0.4603  0.000
H -0.0953 -5.4156 0.5422  0.000
H -1.5629 -4.7829 -0.3080  0.000
H -2.4420 -2.2332 2.7832  0.001
H -2.3101 -3.3149 4.2119  0.000
H -1.9802 -1.5494 4.3647  0.000